Record 1
Formula: C72H180F4N16O32S4
Source: OMol25
Level of theory: wB97M-V/def2-TZVPD

Structure (XYZ):
```
308
Properties=species:S:1:pos:R:3:lowdin_charge:R:1
C 6.687 0.233 0.718 -0.061
C 5.950 1.548 0.837 -0.159
N 6.563 2.607 -0.053 -0.252
C 7.919 2.968 0.554 0.045
C 6.592 2.203 -1.522 -0.150
C 7.315 3.198 -2.369 -0.046
C 5.718 3.873 0.161 -0.094
C 4.321 3.832 -0.395 -0.181
O 4.239 4.322 -1.740 -0.188
C 4.040 5.704 -1.740 -0.116
H 6.099 -0.494 1.251 0.049
H 7.657 0.203 1.214 0.085
H 6.792 -0.192 -0.298 0.076
H 5.943 1.962 1.836 0.131
H 4.912 1.397 0.543 0.093
H 8.443 1.995 0.608 0.109
H 7.769 3.508 1.470 0.109
H 8.385 3.565 -0.206 0.083
H 5.499 2.065 -1.731 0.129
H 7.077 1.240 -1.533 0.107
H 6.919 3.043 -3.339 0.052
H 8.393 2.916 -2.466 0.107
H 7.124 4.244 -2.052 0.095
H 6.398 4.706 -0.132 0.139
H 5.584 3.987 1.251 0.139
H 3.712 4.438 0.308 0.135
H 4.028 2.807 -0.432 0.098
H 4.671 6.159 -0.959 0.091
H 3.003 6.039 -1.530 0.074
H 4.365 6.173 -2.649 0.079
C -0.275 -3.956 -8.172 -0.041
C -1.010 -2.902 -7.325 -0.150
N -1.066 -3.288 -5.840 -0.215
C -1.712 -2.110 -5.205 0.014
C -1.828 -4.558 -5.466 -0.154
C -3.141 -4.847 -6.198 -0.043
C 0.343 -3.401 -5.272 -0.077
C 0.495 -3.970 -3.899 -0.222
O -0.170 -3.224 -2.896 -0.222
C 0.402 -3.453 -1.609 -0.071
H 0.789 -4.033 -7.898 0.081
H -0.346 -3.658 -9.222 0.094
H -0.849 -4.905 -8.095 0.079
H -2.067 -2.823 -7.625 0.133
H -0.607 -1.928 -7.494 0.065
H -1.849 -2.332 -4.145 0.100
H -2.725 -1.939 -5.624 0.129
H -1.183 -1.210 -5.302 0.084
H -1.947 -4.635 -4.403 0.106
H -1.148 -5.343 -5.742 0.118
H -3.462 -5.871 -5.966 0.091
H -3.016 -4.847 -7.274 0.070
H -3.957 -4.161 -5.830 0.082
H 0.806 -2.434 -5.238 0.135
H 0.956 -4.083 -5.902 0.143
H 1.583 -3.915 -3.714 0.147
H 0.164 -4.992 -3.879 0.114
H 1.403 -3.036 -1.690 0.084
H 0.367 -4.556 -1.359 0.102
H -0.197 -2.913 -0.833 0.089
C -6.473 -8.045 -1.488 -0.057
C -5.659 -6.805 -1.773 -0.182
N -4.505 -6.353 -0.885 -0.225
C -5.160 -6.027 0.529 0.077
C -3.389 -7.391 -0.695 -0.141
C -2.899 -8.098 -1.974 -0.056
C -3.914 -5.034 -1.444 -0.059
C -4.796 -3.901 -1.975 -0.187
O -5.058 -4.084 -3.373 -0.230
C -6.196 -3.438 -3.910 -0.091
H -5.781 -8.907 -1.382 0.096
H -7.172 -8.272 -2.273 0.089
H -7.131 -7.912 -0.655 0.067
H -6.309 -5.868 -1.800 0.142
H -5.267 -6.956 -2.768 0.118
H -4.342 -5.915 1.181 0.060
H -5.795 -6.932 0.756 0.119
H -5.654 -5.054 0.419 0.100
H -3.768 -8.154 -0.017 0.128
H -2.591 -6.835 -0.173 0.103
H -2.440 -7.351 -2.644 0.068
H -3.598 -8.673 -2.626 0.088
H -2.162 -8.873 -1.754 0.089
H -3.272 -5.340 -2.247 0.110
H -3.329 -4.646 -0.617 0.135
H -4.273 -2.956 -1.858 0.113
H -5.717 -3.903 -1.372 0.118
H -7.115 -3.900 -3.488 0.096
H -6.209 -3.562 -5.026 0.096
H -6.152 -2.335 -3.771 0.103
C -4.256 1.966 3.889 -0.053
C -3.829 1.323 5.195 -0.156
N -2.484 1.901 5.745 -0.211
C -2.102 1.027 6.895 -0.012
C -1.488 1.719 4.588 -0.179
C -0.033 1.782 4.948 -0.032
C -2.492 3.418 6.118 -0.047
C -3.387 3.752 7.316 -0.254
O -4.689 3.328 7.252 -0.197
C -5.439 4.073 8.271 -0.034
H -3.569 2.053 3.080 0.053
H -4.597 2.964 4.162 0.085
H -5.176 1.351 3.519 0.129
H -3.680 0.269 4.966 0.107
H -4.596 1.367 5.976 0.121
H -2.939 0.869 7.598 0.114
H -1.173 1.449 7.339 0.118
H -1.762 0.048 6.479 0.103
H -1.678 2.515 3.889 0.081
H -1.700 0.775 4.086 0.118
H 0.291 1.038 5.638 0.071
H 0.216 2.702 5.377 0.070
H 0.557 1.784 4.033 0.084
H -2.783 3.873 5.189 0.084
H -1.467 3.705 6.071 0.097
H -3.360 4.843 7.386 0.085
H -2.937 3.337 8.254 0.136
H -4.886 4.009 9.219 0.093
H -6.432 3.569 8.344 0.103
H -5.556 5.105 7.937 0.096
C 2.450 3.001 -8.360 -0.062
C 3.473 3.851 -7.633 -0.150
N 3.254 3.780 -6.128 -0.217
C 4.248 4.718 -5.454 0.035
C 1.796 3.964 -5.676 -0.165
C 1.104 5.215 -6.206 -0.040
C 3.504 2.369 -5.505 -0.060
C 4.791 1.702 -6.007 -0.219
O 5.948 2.369 -5.691 -0.214
C 7.093 1.595 -5.851 -0.088
H 2.565 3.179 -9.445 0.097
H 1.366 3.056 -8.045 0.096
H 2.626 1.917 -8.222 0.063
H 3.310 4.848 -7.940 0.109
H 4.483 3.551 -7.862 0.122
H 4.114 4.630 -4.364 0.092
H 3.894 5.749 -5.748 0.118
H 5.234 4.587 -5.859 0.090
H 1.800 3.976 -4.584 0.098
H 1.347 3.041 -5.955 0.053
H 1.556 6.181 -5.908 0.087
H 0.054 5.226 -6.037 0.075
H 1.082 5.209 -7.321 0.078
H 2.706 1.707 -5.843 0.080
H 3.377 2.562 -4.441 0.131
H 4.723 1.586 -7.114 0.135
H 4.722 0.695 -5.542 0.140
H 7.028 0.787 -5.126 0.091
H 7.973 2.205 -5.693 0.094
H 7.052 1.195 -6.865 0.097
C -4.455 6.095 -2.145 -0.022
C -4.457 7.179 -1.024 -0.147
N -3.173 7.286 -0.217 -0.257
C -3.448 8.134 0.987 0.027
C -2.730 5.851 0.173 -0.148
C -3.703 5.176 1.034 -0.087
C -2.167 7.946 -1.056 -0.094
C -0.862 8.233 -0.324 -0.215
O -0.222 7.026 -0.046 -0.212
C 1.052 7.303 0.533 -0.076
H -4.438 5.088 -1.756 0.067
H -3.544 6.240 -2.726 0.074
H -5.422 6.302 -2.627 0.097
H -5.171 6.960 -0.240 0.112
H -4.619 8.172 -1.466 0.132
H -4.192 7.602 1.626 0.123
H -3.831 9.071 0.591 0.116
H -2.492 8.334 1.408 0.060
H -1.844 6.000 0.791 0.110
H -2.480 5.385 -0.764 0.102
H -3.858 5.667 2.003 0.071
H -3.305 4.181 1.288 0.079
H -4.751 5.012 0.643 0.107
H -2.600 8.835 -1.444 0.130
H -1.848 7.318 -1.907 0.125
H -0.945 8.891 0.540 0.122
H -0.194 8.791 -0.948 0.126
H 0.929 7.928 1.405 0.087
H 1.804 7.808 -0.156 0.109
H 1.461 6.303 0.747 0.083
C -3.629 -5.358 8.815 -0.058
C -3.520 -5.437 7.302 -0.133
N -2.075 -5.350 6.722 -0.234
C -1.398 -4.142 7.215 -0.002
C -1.208 -6.576 7.033 -0.141
C 0.246 -6.598 6.563 -0.062
C -2.276 -5.397 5.133 -0.036
C -2.948 -4.180 4.511 -0.227
O -4.329 -4.186 4.685 -0.183
C -5.045 -3.408 3.750 -0.065
H -4.566 -5.712 9.182 0.081
H -3.514 -4.387 9.282 0.081
H -2.780 -5.939 9.240 0.082
H -4.001 -4.549 6.905 0.114
H -4.030 -6.331 6.879 0.150
H -1.142 -4.356 8.272 0.124
H -1.913 -3.221 7.071 0.096
H -0.448 -4.023 6.708 0.100
H -1.762 -7.449 6.680 0.140
H -1.214 -6.628 8.123 0.113
H 0.827 -7.387 6.969 0.077
H 0.942 -5.758 6.705 0.072
H 0.370 -6.707 5.468 0.077
H -2.902 -6.247 4.979 0.124
H -1.326 -5.476 4.567 0.105
H -2.651 -4.232 3.496 0.091
H -2.522 -3.243 4.777 0.115
H -4.928 -3.659 2.708 0.064
H -4.745 -2.366 3.863 0.087
H -6.099 -3.522 4.022 0.105
C 2.800 -5.424 3.989 -0.043
C 3.054 -4.009 3.363 -0.120
N 3.867 -4.032 2.043 -0.227
C 3.391 -5.005 1.012 -0.007
C 3.684 -2.639 1.272 -0.124
C 3.779 -1.421 2.136 -0.089
C 5.353 -4.231 2.395 -0.063
C 6.330 -4.270 1.207 -0.194
O 6.865 -2.965 0.951 -0.205
C 7.653 -3.009 -0.255 -0.078
H 3.731 -5.934 4.189 0.067
H 1.967 -5.961 3.514 0.071
H 2.499 -5.228 5.049 0.074
H 3.510 -3.238 3.950 0.117
H 2.083 -3.762 3.023 0.079
H 3.645 -4.726 -0.008 0.099
H 2.301 -5.029 1.086 0.088
H 3.781 -6.057 1.184 0.134
H 2.613 -2.725 0.941 0.131
H 4.328 -2.612 0.387 0.085
H 3.566 -0.537 1.557 0.048
H 4.745 -1.281 2.635 0.083
H 3.014 -1.402 2.936 0.074
H 5.391 -5.249 2.746 0.112
H 5.685 -3.487 3.119 0.143
H 5.863 -4.626 0.317 0.106
H 7.144 -4.994 1.509 0.149
H 8.318 -3.895 -0.231 0.096
H 8.285 -2.130 -0.242 0.079
H 7.003 -3.015 -1.152 0.092
C 0.505 3.228 0.031 -0.037
C 1.118 1.990 -0.639 -0.125
N -0.019 1.188 -1.330 -0.197
C -0.750 1.916 -2.432 0.034
C 0.626 -0.087 -1.917 -0.150
C 1.582 0.077 -3.093 -0.056
C -1.044 0.752 -0.234 -0.073
C -0.469 0.104 0.983 -0.171
O -0.082 -1.273 0.782 -0.209
C -0.175 -2.109 1.904 -0.104
H 0.069 3.023 0.987 0.072
H -0.220 3.629 -0.633 0.036
H 1.220 4.028 0.194 0.072
H 1.636 1.347 0.062 0.085
H 1.824 2.306 -1.373 0.094
H -1.181 2.858 -2.065 0.089
H -1.575 1.262 -2.656 0.080
H 0.019 1.960 -3.248 0.104
H -0.207 -0.683 -2.261 0.108
H 1.231 -0.507 -1.086 0.124
H 2.458 0.704 -2.805 0.075
H 1.084 0.440 -4.013 0.064
H 2.059 -0.865 -3.371 0.079
H -1.745 0.020 -0.741 0.142
H -1.632 1.588 0.087 0.101
H -1.224 0.115 1.771 0.109
H 0.367 0.682 1.359 0.081
H -0.133 -3.151 1.600 0.053
H -1.159 -2.020 2.417 0.092
H 0.624 -1.795 2.585 0.090
N -4.468 -0.251 -0.940 -0.294
S -4.803 -0.792 0.469 0.346
O -4.519 -2.154 0.478 -0.278
O -6.033 -0.372 1.001 -0.234
F -3.740 -0.168 1.323 -0.123
S -4.689 1.221 -1.209 0.443
O -3.818 2.042 -0.430 -0.304
O -6.035 1.689 -1.404 -0.256
F -3.971 1.350 -2.607 -0.174
N -0.914 5.952 5.320 -0.307
S -1.505 6.960 6.483 0.556
O -2.950 6.639 6.631 -0.329
O -1.086 8.312 6.449 -0.238
F -0.768 6.175 7.539 -0.128
S -1.227 5.812 3.793 0.474
O -1.695 6.949 3.099 -0.252
O -1.808 4.527 3.557 -0.318
F 0.241 5.563 3.318 -0.154
N 0.650 0.490 -6.969 -0.528
O -0.221 -0.184 -7.587 -0.059
O 1.901 0.183 -6.988 -0.078
O 0.275 1.485 -6.310 -0.054
N 2.975 1.881 2.791 -0.565
O 3.026 3.109 2.630 -0.024
O 2.135 1.209 2.104 -0.117
O 3.727 1.310 3.641 -0.052
N 4.578 -0.828 -1.802 -0.521
O 5.147 -0.331 -2.792 -0.027
O 4.053 -0.055 -0.866 -0.094
O 4.592 -2.077 -1.602 -0.071
N 0.328 5.401 -2.640 -0.470
O 0.889 6.540 -2.812 -0.044
O -0.923 5.333 -2.540 -0.051
O 1.059 4.289 -2.577 -0.109
N -0.825 -5.774 1.916 -0.559
O -1.957 -6.154 2.242 -0.044
O -0.290 -6.239 0.857 -0.045
O -0.290 -4.939 2.677 -0.078
```

Properties
Strongest force on any atom (eV/A): 6.0
Electronic energy (a.u.): -8125.77751
Charge: +2
LUMO level (eV): -3.27
HOMO-LUMO gap (eV): 7.84
HOMO energy (eV): -11.1

Record 2
Formula: C3H2NaO3Rb
Source: OMol25
Level of theory: wB97M-V/def2-TZVPD

Structure (XYZ):
```
10
Properties=species:S:1:pos:R:3:lowdin_charge:R:1
O 0.705 -1.747 -4.442 -0.165
O -0.981 -0.256 -3.074 -0.357
C -1.886 0.689 -2.457 -0.337
C -0.606 -1.481 -2.428 -0.200
O -2.324 0.340 -1.350 -0.353
C 0.346 -2.121 -3.141 -0.331
Na -0.267 0.185 -5.113 0.697
H 0.916 -2.624 -4.844 0.104
H 1.000 -2.867 -2.683 0.062
Rb -2.523 -1.602 0.551 0.880
```

Properties
Strongest force on any atom (eV/A): 2.5
Electronic energy (a.u.): -527.49448
LUMO level (eV): -0.45
HOMO-LUMO gap (eV): 5.05
HOMO energy (eV): -5.5

Q: The lowest LUMO level belongs to which entry?
A: C72H180F4N16O32S4